Record 1
{
  "formula": "C4H5N3O2",
  "method": "ωB97M-V with the def2-TZVPD basis set",
  "homo_lumo_gap_ha": 0.3134,
  "smiles": "NC1=N/C(=N/O)CC1=O",
  "e_above_lowest_kcal_mol": 69.77,
  "species": ["C", "C", "C", "C", "H", "H", "H", "H", "H", "N", "N", "N", "O", "O"],
  "positions_angstrom": [[-0.97, -0.05, 0.89], [0.85, 0.63, -0.07], [0.38, -0.51, -0.99], [-0.91, -0.91, -0.30], [-1.98, 0.39, 2.59], [-2.66, -0.99, 1.61], [0.25, -0.17, -2.01], [1.08, -1.35, -0.99], [3.33, 1.60, -1.28], [-1.98, -0.24, 1.78], [0.01, 0.77, 1.03], [1.83, 1.45, -0.24], [-1.73, -1.76, -0.58], [2.51, 1.13, -1.43]]
}

***

Record 2
{
  "formula": "C11H10BO13",
  "method": "ωB97M-V with the def2-TZVPD basis set",
  "total_charge": -1,
  "homo_lumo_gap_ha": 0.3451,
  "species": ["O", "C", "O", "C", "C", "C", "C", "C", "O", "C", "O", "O", "H", "H", "H", "H", "H", "H", "H", "H", "H", "H", "B", "O", "C", "O", "C", "O", "O", "O", "C", "O", "C", "O", "O"],
  "positions_angstrom": [[-2.05, 0.89, 0.01], [-2.73, 0.60, -0.94], [-3.93, 1.23, -1.20], [-2.38, -0.45, -1.96], [-1.57, 0.17, -3.12], [-0.30, 0.96, -2.74], [0.97, 0.17, -2.45], [0.91, -0.88, -1.31], [1.34, -2.10, -1.97], [1.08, -1.91, -3.28], [0.69, -2.73, -4.06], [1.35, -0.61, -3.59], [-3.78, 2.18, -1.24], [-3.31, -0.85, -2.37], [-1.86, -1.28, -1.48], [-1.31, -0.59, -3.85], [-2.23, 0.87, -3.63], [-0.06, 1.59, -3.60], [-0.49, 1.65, -1.91], [1.74, 0.90, -2.20], [-0.05, -1.02, -0.82], [1.65, -0.69, -0.52], [1.25, 0.15, 3.71], [2.47, -0.31, 4.42], [3.26, 0.72, 4.66], [4.32, 0.69, 5.21], [2.57, 1.98, 4.10], [3.00, 3.10, 4.14], [1.42, 1.60, 3.56], [1.10, -0.52, 2.40], [-0.05, -1.17, 2.37], [-0.47, -1.81, 1.44], [-0.76, -0.96, 3.72], [-1.82, -1.41, 4.03], [0.03, -0.19, 4.46]]
}

***

Record 3
{
  "formula": "C5H4",
  "method": "ωB97M-V with the def2-TZVPD basis set",
  "homo_lumo_gap_ha": 0.3155,
  "e_above_lowest_kcal_mol": 88.60,
  "species": ["C", "C", "C", "C", "C", "H", "H", "H", "H"],
  "positions_angstrom": [[-1.35, -0.18, 0.27], [-0.04, -0.16, -0.39], [0.81, 0.06, -1.30], [2.14, 0.83, -0.94], [1.53, 0.32, 0.15], [-1.44, -1.00, 1.00], [-2.13, -0.29, -0.48], [-1.50, 0.77, 0.80], [1.98, -0.35, 0.88]]
}

***

Record 4
{
  "formula": "C5H9NOS",
  "method": "ωB97M-V with the def2-TZVPD basis set",
  "homo_lumo_gap_ha": 0.3525,
  "e_above_lowest_kcal_mol": 56.09,
  "species": ["C", "C", "C", "C", "C", "N", "O", "S", "H", "H", "H", "H", "H", "H", "H", "H", "H"],
  "positions_angstrom": [[-0.11, -0.79, -0.28], [-1.13, -1.58, -0.52], [1.42, -1.40, 0.38], [1.11, 1.20, 0.45], [0.02, 0.68, -0.49], [-1.26, 1.34, -0.36], [2.98, 0.14, -1.12], [2.55, 0.04, 0.28], [-2.04, -1.17, -0.92], [-1.10, -2.64, -0.33], [1.26, -1.67, 1.41], [1.77, -2.22, -0.23], [1.45, 2.20, 0.20], [0.80, 1.16, 1.50], [0.38, 0.84, -1.52], [-1.62, 1.23, 0.58], [-1.18, 2.32, -0.57]]
}

***

Record 5
{
  "formula": "C62H78Cl2CsN7O2P2Si",
  "method": "ωB97M-V with the def2-TZVPD basis set",
  "total_charge": -2,
  "homo_lumo_gap_ha": 0.1789,
  "e_above_lowest_kcal_mol": 0.00,
  "species": ["Cs", "Cl", "C", "C", "C", "N", "C", "O", "C", "C", "C", "C", "C", "N", "C", "C", "C", "Cl", "N", "C", "O", "C", "C", "C", "C", "C", "N", "H", "H", "H", "H", "H", "H", "H", "H", "H", "H", "C", "Si", "C", "C", "C", "C", "C", "C", "P", "C", "C", "C", "C", "C", "C", "C", "C", "C", "C", "C", "C", "C", "C", "C", "C", "C", "C", "P", "C", "C", "C", "C", "C", "C", "C", "C", "C", "C", "C", "C", "H", "H", "H", "H", "H", "H", "H", "H", "H", "H", "H", "H", "H", "H", "H", "H", "H", "H", "H", "H", "H", "H", "H", "H", "H", "H", "H", "H", "H", "H", "H", "H", "H", "H", "H", "H", "H", "H", "H", "H", "H", "H", "H", "H", "H", "H", "H", "H", "H", "H", "H", "H", "H", "H", "H", "C", "C", "N", "C", "N", "C", "C", "C", "N", "C", "H", "H", "H", "H", "H", "H", "H", "H", "H", "H", "H", "H", "H"],
  "positions_angstrom": [[-0.85, -1.19, -0.26], [-8.38, -3.24, 0.62], [-6.66, -3.28, 0.94], [-5.81, -2.56, 0.12], [-4.43, -2.52, 0.32], [-3.64, -1.79, -0.56], [-3.68, -0.49, -0.62], [-3.01, 0.20, -1.44], [-4.35, 0.33, 0.47], [-5.70, 0.65, 0.49], [-6.21, 1.42, 1.52], [-5.34, 1.85, 2.52], [-4.01, 1.49, 2.42], [-3.51, 0.76, 1.42], [-3.86, -3.34, 1.35], [-4.75, -4.06, 2.16], [-6.12, -4.03, 1.97], [-7.15, -4.95, 3.04], [-2.47, -3.34, 1.51], [-1.88, -4.29, 2.22], [-2.36, -5.26, 2.85], [-0.36, -4.18, 2.29], [0.28, -4.70, 3.42], [1.66, -4.61, 3.52], [2.38, -4.04, 2.47], [1.66, -3.58, 1.38], [0.33, -3.64, 1.29], [-6.22, -2.00, -0.71], [-6.35, 0.29, -0.30], [-7.26, 1.67, 1.55], [-5.68, 2.44, 3.36], [-3.30, 1.82, 3.17], [-4.35, -4.68, 2.95], [-0.33, -5.15, 4.19], [2.17, -4.99, 4.40], [3.45, -3.93, 2.50], [2.17, -3.11, 0.54], [3.73, -0.57, -2.71], [2.50, -0.03, -1.30], [2.68, 1.91, -1.63], [3.97, 2.42, -1.83], [4.22, 3.75, -2.14], [3.15, 4.63, -2.27], [1.86, 4.16, -2.09], [1.61, 2.82, -1.77], [-0.11, 2.24, -1.39], [-0.87, 1.97, -3.07], [-0.15, 0.84, -3.81], [-1.05, 0.29, -4.93], [-1.96, 1.39, -5.51], [-1.25, 2.74, -5.46], [-1.01, 3.18, -4.00], [-0.97, 3.81, -0.87], [-0.38, 4.27, 0.47], [-1.16, 5.42, 1.10], [-2.63, 5.04, 1.28], [-3.25, 4.61, -0.05], [-2.46, 3.46, -0.68], [3.63, -0.28, 0.29], [4.74, -1.12, 0.17], [5.43, -1.63, 1.26], [5.02, -1.31, 2.55], [3.94, -0.45, 2.70], [3.26, 0.09, 1.61], [1.82, 1.21, 1.83], [2.49, 2.87, 2.46], [3.28, 3.64, 1.39], [4.76, 3.27, 1.34], [5.41, 3.51, 2.70], [4.70, 2.68, 3.77], [3.20, 2.98, 3.81], [1.06, 0.62, 3.42], [-0.09, 1.56, 3.83], [-1.14, 0.84, 4.70], [-0.47, -0.23, 5.56], [0.08, -1.35, 4.65], [0.50, -0.80, 3.28], [4.76, -0.17, -2.68], [3.79, -1.66, -2.76], [3.28, -0.23, -3.65], [4.82, 1.76, -1.70], [5.24, 4.10, -2.26], [3.32, 5.67, -2.51], [1.04, 4.86, -2.17], [-1.86, 1.59, -2.80], [0.80, 1.22, -4.22], [0.12, 0.05, -3.11], [-0.43, -0.12, -5.74], [-1.66, -0.52, -4.54], [-2.26, 1.14, -6.53], [-2.88, 1.45, -4.92], [-0.29, 2.64, -5.99], [-1.82, 3.50, -6.00], [-0.11, 3.80, -3.96], [-1.84, 3.80, -3.67], [-0.89, 4.62, -1.60], [-0.38, 3.41, 1.15], [0.67, 4.55, 0.34], [-0.72, 5.69, 2.06], [-1.10, 6.30, 0.45], [-2.70, 4.20, 1.98], [-3.19, 5.87, 1.72], [-4.29, 4.30, 0.10], [-3.26, 5.47, -0.73], [-2.54, 2.58, -0.04], [-2.91, 3.18, -1.63], [5.08, -1.42, -0.82], [6.28, -2.29, 1.10], [5.53, -1.71, 3.41], [3.62, -0.20, 3.71], [1.54, 3.40, 2.57], [2.83, 3.50, 0.40], [3.20, 4.72, 1.61], [4.87, 2.22, 1.06], [5.26, 3.86, 0.57], [6.47, 3.24, 2.67], [5.35, 4.57, 2.95], [4.87, 1.63, 3.56], [5.14, 2.88, 4.76], [2.72, 2.35, 4.56], [3.08, 4.02, 4.16], [1.80, 0.60, 4.23], [0.31, 2.42, 4.38], [-0.58, 1.96, 2.94], [-1.68, 1.56, 5.31], [-1.88, 0.34, 4.06], [0.34, 0.22, 6.14], [-1.18, -0.65, 6.28], [0.93, -1.84, 5.13], [-0.68, -2.12, 4.50], [1.22, -1.47, 2.81], [-0.37, -0.76, 2.62], [1.44, -4.20, -5.69], [1.01, -2.84, -5.16], [0.76, -2.95, -3.74], [0.00, -4.00, -3.23], [-0.66, -3.80, -2.16], [-1.38, -4.87, -1.51], [-0.91, -6.25, -1.95], [-0.80, -6.27, -3.47], [0.12, -5.23, -3.90], [0.37, -5.21, -5.33], [2.39, -4.48, -5.22], [1.58, -4.16, -6.77], [0.13, -2.50, -5.72], [1.80, -2.09, -5.31], [0.50, -2.09, -3.28], [-2.45, -4.75, -1.72], [-1.27, -4.75, -0.43], [-1.60, -7.02, -1.61], [0.07, -6.46, -1.52], [-1.79, -6.12, -3.92], [-0.41, -7.22, -3.83], [-0.55, -4.99, -5.89], [0.69, -6.22, -5.62]]
}

***

Record 6
{
  "formula": "C9H14N4OS",
  "method": "ωB97M-V with the def2-TZVPD basis set",
  "homo_lumo_gap_ha": 0.3219,
  "e_above_lowest_kcal_mol": 47.16,
  "species": ["C", "C", "C", "C", "C", "C", "C", "C", "C", "N", "N", "N", "N", "O", "S", "H", "H", "H", "H", "H", "H", "H", "H", "H", "H", "H", "H", "H", "H"],
  "positions_angstrom": [[-2.38, -3.28, -0.94], [0.92, -0.30, -0.06], [-0.81, -2.89, 0.57], [-0.08, 0.58, 0.61], [-0.74, -0.81, -1.41], [2.28, -0.38, 0.44], [-0.98, -0.98, -2.83], [-0.31, 2.55, 2.07], [0.51, 2.00, 0.95], [-2.55, -4.19, -0.04], [0.60, -0.83, -1.15], [-1.57, -3.91, 0.86], [-1.34, -2.47, -0.66], [0.15, -2.41, 1.13], [-1.49, 0.53, -0.48], [-3.05, -3.22, -1.84], [-0.56, 0.03, 1.59], [2.23, -1.48, 0.73], [2.40, 0.21, 1.38], [3.03, -0.15, -0.27], [-1.95, -1.42, -3.07], [-0.15, -1.49, -3.25], [-0.83, 0.09, -3.29], [-1.29, 2.61, 1.71], [0.03, 3.53, 2.36], [-0.31, 2.05, 3.04], [1.63, 2.01, 1.08], [0.25, 2.59, 0.11], [-1.63, -4.43, 1.79]]
}

***

Record 7
{
  "formula": "C4H11NS2",
  "method": "ωB97M-V with the def2-TZVPD basis set",
  "homo_lumo_gap_ha": 0.3376,
  "smiles": "CSSC[C@@H](C)N",
  "e_above_lowest_kcal_mol": 44.97,
  "species": ["N", "C", "C", "C", "S", "S", "C", "H", "H", "H", "H", "H", "H", "H", "H", "H", "H", "H"],
  "positions_angstrom": [[-0.11, -2.14, 1.18], [0.57, -0.92, 1.48], [1.17, -0.95, 2.94], [-0.42, 0.23, 1.31], [-1.31, 0.66, -0.41], [0.35, 1.25, -1.49], [0.51, 0.17, -3.06], [-0.16, -2.17, 0.10], [-1.02, -2.15, 1.65], [1.48, -0.91, 0.97], [0.48, -0.97, 3.85], [1.89, -0.08, 2.84], [1.88, -1.81, 2.96], [0.30, 1.18, 1.53], [-1.31, 0.15, 2.15], [1.49, -0.27, -3.12], [-0.28, -0.67, -3.04], [0.31, 0.95, -3.83]]
}

***

Record 8
{
  "formula": "C16H8F3N3O2S",
  "method": "ωB97M-V with the def2-TZVPD basis set",
  "homo_lumo_gap_ha": 0.3011,
  "smiles": "O=C(Sc1nnc(C(F)(F)F)[nH]1)c1ccc(C#Cc2ccccc2)o1",
  "e_above_lowest_kcal_mol": 23.80,
  "species": ["O", "F", "F", "F", "C", "C", "N", "N", "O", "S", "C", "C", "C", "C", "C", "C", "C", "C", "C", "C", "C", "C", "C", "N", "C", "H", "H", "H", "H", "H", "H", "H", "H"],
  "positions_angstrom": [[-2.77, -3.83, 2.79], [4.20, -0.17, 3.06], [3.89, 0.41, 1.08], [2.62, 1.50, 2.58], [-1.21, -0.12, -1.47], [-0.62, 0.32, -2.41], [1.19, -2.62, 1.44], [2.06, -1.61, 1.04], [-1.19, -1.27, 0.79], [-0.38, -3.28, 3.44], [-1.92, -2.99, 2.56], [0.85, -2.33, 2.67], [2.30, -0.84, 2.05], [-1.80, -0.87, -0.40], [-3.09, -1.15, -0.38], [-3.32, -1.97, 0.77], [-2.13, -2.13, 1.42], [0.93, 1.60, -6.24], [1.12, 2.40, -5.09], [0.26, 0.42, -6.04], [0.66, 1.98, -3.85], [-0.25, -0.02, -4.80], [-0.01, 0.74, -3.63], [1.61, -1.33, 3.13], [3.20, 0.29, 2.18], [-3.83, -0.93, -1.15], [-4.22, -2.51, 1.06], [1.34, 1.78, -7.18], [1.72, 3.30, -5.16], [0.24, -0.18, -6.92], [0.93, 2.43, -2.89], [-0.69, -1.05, -4.62], [1.56, -0.89, 4.07]]
}